1.
{
  "formula": "C14H29MnP2",
  "method": "ωB97M-V/def2-TZVPD",
  "elements": ["C", "C", "C", "C", "C", "Mn", "P", "H", "H", "H", "H", "H", "H", "H", "H", "C", "C", "C", "P", "C", "C", "C", "C", "C", "C", "H", "H", "H", "H", "H", "H", "H", "H", "H", "H", "H", "H", "H", "H", "H", "H", "H", "H", "H", "H", "H"],
  "coordinates": [[-1.204, 3.454, -1.505], [0.107, 3.174, -2.009], [0.097, 1.908, -2.643], [-1.223, 1.377, -2.591], [-2.073, 2.301, -1.886], [-0.773, 1.693, -0.312], [-1.491, 2.476, 1.659], [-1.569, 4.388, -1.064], [0.958, 3.851, -1.931], [0.953, 1.410, -3.093], [-3.158, 2.260, -1.782], [-1.581, 0.459, -3.069], [-2.942, 2.460, 1.720], [-1.154, 3.868, 1.867], [-1.044, 1.787, 2.862], [2.791, -0.312, -0.988], [1.447, -1.051, -1.078], [1.635, -2.570, -0.979], [0.151, -0.374, 0.065], [-1.368, -1.423, -0.168], [-1.358, -2.754, 0.583], [-2.669, -0.667, 0.125], [0.781, -0.440, 1.815], [1.384, -1.779, 2.251], [1.761, 0.698, 2.137], [3.281, -0.440, -0.014], [2.691, 0.762, -1.193], [3.467, -0.741, -1.740], [1.017, -0.833, -2.071], [1.897, -2.901, 0.034], [0.744, -3.112, -1.308], [2.464, -2.854, -1.641], [-1.328, -1.631, -1.251], [-1.418, -2.592, 1.668], [-2.248, -3.326, 0.286], [-0.491, -3.383, 0.351], [-2.700, 0.352, -0.302], [-3.490, -1.238, -0.333], [-2.877, -0.601, 1.207], [-0.139, -0.269, 2.399], [2.374, -1.958, 1.805], [1.524, -1.729, 3.340], [0.734, -2.638, 2.053], [1.348, 1.696, 1.938], [1.996, 0.656, 3.208], [2.697, 0.587, 1.575]],
  "forces_ev_per_angstrom": [[-1.16, -0.43, -1.05], [-0.60, 0.02, 0.62], [-0.65, -0.16, -0.49], [-0.23, 0.41, -0.17], [1.39, 1.32, -0.56], [0.72, -0.04, -0.49], [-0.06, 0.15, 0.43], [0.30, -0.43, -0.29], [-0.23, -0.31, 0.06], [-0.21, 0.18, 0.11], [0.42, -0.03, 0.00], [0.31, 0.33, 0.27], [0.90, 0.19, 0.51], [-0.39, -0.72, 0.58], [-0.75, 0.96, -0.10], [0.03, -0.02, -0.05], [-0.32, -0.41, 0.13], [0.39, -0.09, -0.22], [0.40, 0.93, 0.16], [0.60, -0.39, 0.15], [-0.44, -0.37, -0.11], [-0.28, -0.05, -0.06], [-0.05, -0.81, -0.28], [0.16, -0.02, 0.69], [-0.07, -0.01, 0.05], [-0.17, -0.04, -0.26], [-0.05, -0.25, 0.14], [-0.10, 0.14, 0.10], [0.10, 0.00, 0.26], [-0.10, 0.09, -0.37], [0.16, 0.09, 0.05], [-0.16, -0.12, 0.08], [-0.02, 0.10, 0.23], [0.05, -0.07, -0.25], [0.11, 0.04, 0.17], [-0.20, 0.25, 0.17], [0.00, -0.57, 0.16], [0.05, 0.14, 0.18], [0.17, 0.01, -0.34], [0.15, -0.06, -0.11], [-0.35, 0.11, 0.12], [0.13, -0.18, -0.11], [0.25, 0.25, -0.03], [0.04, -0.28, -0.13], [0.05, -0.01, -0.16], [-0.28, 0.13, 0.24]],
  "lowdin_spin": [0.0072, 0.0280, 0.0916, 0.0343, 0.0090, 3.6822, 0.0309, -0.0026, 0.0045, 0.0053, 0.0061, 0.0016, 0.0199, 0.0006, -0.0032, 0.0016, 0.0088, 0.0027, 0.0285, 0.0085, 0.0023, 0.0198, -0.0079, -0.0015, 0.0051, 0.0001, 0.0015, -0.0001, -0.0003, 0.0002, 0.0000, 0.0009, -0.0004, 0.0000, 0.0008, 0.0001, 0.0103, 0.0009, -0.0006, -0.0012, 0.0000, -0.0003, -0.0001, 0.0043, 0.0004, 0.0002],
  "total_energy_ha": -2384.419707,
  "multiplicity": 5,
  "homo_lumo_gap_ev": [5.94, 6.11],
  "e_lumo_ev": [0.702, 0.657],
  "e_above_lowest_kj_mol": 0.0
}

---

2.
{
  "formula": "C21H30FN3O2",
  "method": "ωB97M-V/def2-TZVPD",
  "elements": ["O", "C", "N", "C", "H", "H", "C", "C", "C", "C", "C", "C", "C", "H", "H", "F", "H", "H", "H", "H", "H", "C", "H", "H", "C", "N", "C", "C", "N", "C", "O", "H", "H", "H", "H", "H", "C", "H", "C", "C", "C", "C", "C", "C", "H", "H", "H", "H", "H", "H", "H", "H", "H", "H", "H", "H", "H"],
  "coordinates": [[2.354, 0.471, 1.994], [1.289, 1.007, 1.759], [1.166, 2.212, 1.175], [2.279, 2.925, 0.596], [3.192, 2.557, 1.069], [2.158, 3.988, 0.818], [2.355, 2.705, -0.928], [0.997, 2.860, -1.555], [0.350, 1.763, -2.109], [-0.934, 1.871, -2.613], [-1.568, 3.096, -2.552], [-0.945, 4.212, -2.026], [0.338, 4.084, -1.530], [0.832, 4.948, -1.111], [-1.467, 5.155, -1.999], [-2.829, 3.205, -3.028], [-1.446, 1.021, -3.040], [0.858, 0.810, -2.150], [3.057, 3.427, -1.350], [2.735, 1.701, -1.122], [0.238, 2.572, 0.964], [-0.046, 0.369, 2.139], [0.152, -0.649, 2.469], [-0.459, 0.922, 2.986], [-1.071, 0.328, 0.970], [-1.730, -0.975, 0.923], [-3.175, -0.913, 0.972], [-3.596, 0.001, 2.115], [-3.133, 1.330, 1.802], [-1.975, 1.537, 1.165], [-1.611, 2.656, 0.831], [-3.718, 2.132, 1.981], [-4.681, 0.010, 2.225], [-3.143, -0.353, 3.049], [-3.554, -1.922, 1.147], [-3.617, -0.531, 0.033], [-1.257, -1.839, -0.149], [-1.222, -1.302, -1.112], [0.112, -2.485, 0.139], [1.267, -1.751, -0.543], [2.604, -2.410, -0.221], [2.603, -3.873, -0.647], [1.450, -4.615, 0.020], [0.118, -3.949, -0.312], [-0.053, -3.995, -1.390], [-0.693, -4.490, 0.180], [1.434, -5.657, -0.309], [1.596, -4.608, 1.103], [3.552, -4.341, -0.380], [2.493, -3.936, -1.733], [3.408, -1.874, -0.729], [2.786, -2.333, 0.852], [1.303, -0.714, -0.210], [1.106, -1.763, -1.626], [0.271, -2.465, 1.220], [-1.995, -2.638, -0.251], [-0.537, 0.505, 0.026]],
  "forces_ev_per_angstrom": [[0.42, -0.34, 0.02], [-0.54, 0.13, 0.25], [0.03, 0.38, -0.17], [0.28, -0.15, -0.09], [-0.08, 0.17, -0.01], [0.07, -0.04, 0.00], [-0.05, 0.11, 0.27], [0.15, -0.06, -0.13], [0.05, 0.18, 0.01], [-0.26, 0.12, -0.05], [0.12, -0.05, 0.00], [-0.20, -0.06, -0.10], [-0.01, -0.16, -0.08], [0.06, 0.13, 0.07], [-0.08, 0.09, -0.01], [0.08, 0.01, 0.04], [-0.07, -0.07, -0.06], [0.06, -0.10, 0.02], [0.08, -0.04, -0.04], [0.04, 0.00, -0.02], [-0.04, -0.15, 0.07], [0.36, -0.05, -0.10], [0.01, 0.12, -0.04], [-0.01, -0.03, 0.06], [0.32, 0.00, 0.07], [-0.41, -0.01, 0.03], [-0.19, 0.02, 0.18], [0.03, -0.46, -0.15], [-0.39, 0.19, 0.13], [-0.04, 0.02, -0.17], [0.11, 0.21, -0.04], [0.16, 0.00, -0.04], [0.08, 0.02, -0.01], [-0.14, -0.06, -0.04], [-0.01, 0.05, -0.04], [-0.05, -0.05, 0.08], [0.22, -0.18, 0.20], [-0.04, -0.01, -0.03], [-0.16, -0.02, -0.47], [0.13, -0.07, 0.39], [0.00, 0.02, -0.30], [0.04, 0.02, 0.30], [-0.04, -0.06, -0.36], [0.14, 0.03, 0.37], [-0.08, -0.02, -0.10], [-0.09, 0.01, -0.05], [0.01, -0.04, 0.09], [0.00, -0.05, 0.08], [0.03, -0.02, -0.08], [0.04, -0.04, -0.08], [0.05, 0.04, 0.08], [0.06, 0.04, 0.07], [-0.02, 0.14, -0.11], [-0.06, 0.06, -0.08], [-0.02, 0.00, 0.04], [-0.01, 0.03, -0.03], [-0.15, 0.05, 0.15]],
  "mulliken_charge": [-0.6991, 0.4490, 0.0824, -1.0166, 0.4560, 0.4401, -1.0091, -0.1443, -0.0903, -0.4795, 0.4966, -0.8071, -0.0435, 0.4009, 0.4444, -0.3826, 0.4540, 0.4546, 0.4766, 0.2894, 0.2532, -1.0467, 0.3733, 0.3709, 1.6195, 0.1697, -0.6470, -0.9280, -0.0510, -0.2803, -0.7530, 0.3468, 0.4976, 0.2753, 0.4901, 0.3414, -1.1337, 0.0959, 1.0030, 0.5866, -1.1428, -0.7215, -0.7658, -1.1470, 0.3834, 0.4400, 0.3710, 0.3466, 0.3772, 0.3206, 0.4478, 0.3302, -0.7921, 0.2783, 0.1161, 0.6578, -0.8552],
  "total_energy_ha": -1232.881728,
  "multiplicity": 1,
  "homo_lumo_gap_ev": 9.42,
  "e_lumo_ev": 0.681,
  "e_above_lowest_kj_mol": 34.7
}

---

3.
{
  "formula": "C21H26BN6PdSi",
  "method": "ωB97M-V/def2-TZVPD",
  "elements": ["Pd", "C", "C", "N", "N", "C", "B", "N", "C", "C", "C", "N", "N", "C", "C", "C", "N", "H", "H", "H", "H", "H", "H", "H", "H", "H", "H", "C", "C", "C", "C", "C", "C", "C", "C", "H", "H", "H", "H", "H", "C", "Si", "C", "C", "C", "H", "H", "H", "H", "H", "H", "H", "H", "H", "H", "H"],
  "coordinates": [[0.771, 0.067, 0.064], [3.128, -0.577, 3.011], [3.538, -0.315, 1.695], [2.864, 0.697, 1.171], [1.996, 1.107, 2.133], [2.150, 0.363, 3.245], [1.270, 2.491, 2.027], [-0.258, 2.278, 2.147], [-1.131, 2.766, 3.046], [-2.398, 2.371, 2.665], [-2.187, 1.634, 1.487], [-0.902, 1.590, 1.179], [1.544, 3.099, 0.626], [1.870, 4.368, 0.324], [1.851, 4.505, -1.049], [1.481, 3.231, -1.512], [1.291, 2.399, -0.502], [3.475, -1.348, 3.678], [4.298, -0.812, 1.110], [1.544, 0.546, 4.118], [1.648, 3.245, 2.894], [-0.791, 3.346, 3.888], [-3.331, 2.582, 3.160], [-2.910, 1.133, 0.861], [2.097, 5.077, 1.102], [2.070, 5.389, -1.624], [1.348, 2.887, -2.527], [-0.657, -1.190, 0.710], [-1.708, -1.792, 0.566], [-2.976, -2.444, 0.423], [-3.965, -1.888, -0.398], [-5.191, -2.514, -0.565], [-5.465, -3.710, 0.089], [-4.495, -4.270, 0.910], [-3.266, -3.647, 1.076], [-3.746, -0.960, -0.912], [-5.937, -2.068, -1.211], [-6.422, -4.199, -0.042], [-4.696, -5.203, 1.423], [-2.511, -4.087, 1.714], [3.016, 0.093, -2.541], [1.520, -1.032, -2.393], [1.686, -2.263, -3.826], [-0.065, -0.136, -2.882], [1.463, -1.774, -0.716], [2.964, 0.694, -3.455], [3.930, -0.508, -2.584], [3.095, 0.769, -1.687], [1.677, -1.742, -4.789], [0.862, -2.983, -3.824], [2.622, -2.829, -3.759], [-0.009, 0.206, -3.923], [-0.279, 0.723, -2.244], [-0.912, -0.823, -2.788], [2.419, -2.000, -0.246], [0.719, -2.541, -0.540]],
  "forces_ev_per_angstrom": [[-2.02, -1.71, 0.86], [0.04, -0.06, -0.02], [0.02, 0.05, 0.10], [0.41, 0.16, 0.34], [0.60, 0.50, 0.18], [-0.20, 0.03, 0.01], [-0.08, -0.17, -0.32], [0.03, 0.08, -0.04], [-0.03, -0.10, -0.05], [0.02, 0.01, -0.05], [-0.08, 0.00, -0.03], [0.51, 0.14, 0.40], [-0.05, -0.14, 0.03], [0.07, -0.07, 0.00], [-0.02, -0.01, -0.01], [-0.02, 0.08, 0.04], [0.29, 0.15, -0.01], [0.00, 0.02, 0.01], [-0.07, -0.04, -0.04], [0.00, 0.01, -0.01], [-0.08, 0.03, -0.06], [0.02, 0.01, -0.02], [0.01, -0.01, -0.01], [0.05, -0.05, 0.03], [-0.01, -0.02, 0.01], [0.00, -0.02, 0.00], [0.01, -0.02, 0.03], [0.44, 0.53, -1.30], [-0.14, -0.13, 0.39], [0.11, 0.05, 0.08], [-0.03, -0.03, -0.05], [0.04, -0.01, 0.03], [0.04, 0.03, 0.00], [0.02, 0.04, -0.01], [-0.04, -0.06, 0.02], [-0.01, -0.01, 0.00], [0.00, 0.01, 0.00], [0.00, 0.00, 0.00], [0.01, 0.00, 0.01], [0.01, 0.00, -0.01], [0.06, 0.10, 0.04], [-0.07, -0.12, -0.71], [0.20, -0.26, 0.07], [-0.08, 0.14, 0.02], [-0.08, 1.05, 0.08], [0.03, -0.02, 0.02], [-0.03, 0.02, 0.00], [0.03, 0.01, -0.02], [0.00, 0.00, 0.04], [0.02, 0.04, -0.01], [-0.05, -0.01, -0.04], [0.00, -0.07, 0.01], [-0.04, 0.03, -0.04], [0.03, 0.02, -0.01], [-0.01, -0.06, 0.03], [0.15, -0.16, -0.03]],
  "mulliken_charge": [-0.2142, -0.9263, -0.4136, -0.6186, 1.0049, -0.3965, 0.1450, 0.4314, -0.2788, -0.9882, -0.1918, -0.4058, -0.1954, -0.2357, -1.1873, -0.3413, 0.3811, 0.3723, 0.5518, 0.4554, -0.1625, 0.4503, 0.3868, 0.3564, 0.4350, 0.3674, 0.4236, -0.6428, 0.3394, 0.2976, -0.3187, -0.5169, -0.4272, -0.4293, -0.4080, 0.3705, 0.3603, 0.3606, 0.3568, 0.4282, -0.9702, 0.4092, -1.1661, -0.9650, -0.9382, 0.2923, 0.3633, 0.2886, 0.2713, 0.2801, 0.2874, 0.3105, 0.3474, 0.2639, 0.3447, 0.6045],
  "total_energy_ha": -1586.642400,
  "multiplicity": 1,
  "homo_lumo_gap_ev": [7.46, 7.46],
  "total_charge": -1,
  "e_lumo_ev": [3.028, 3.028],
  "e_above_lowest_kj_mol": 128.0
}